Computed, not measured: a cluster of 2 separate species, CHO2 in total, with ωB97M-V/def2-TZVPD.

Geometry as XYZ:
```
4
Properties=species:S:1:pos:R:3:mulliken_charge:R:1
O 0.27428 2.00109 -0.06860 -0.205
C 0.78732 0.98237 -0.06849 0.129
O -0.84402 -1.12882 0.10102 -1.068
H -0.21758 -1.85463 0.03606 0.145
```

Properties
- Orbital gap: 6.70 eV
- Total charge: -1
- E_HOMO: -2.20 eV
- F_max: 0.01198 Eh/bohr

Computed, not measured: the molecule C4H5NO in a non-equilibrium geometry, with ωB97M-V/def2-TZVPD.

Geometry as XYZ:
```
11
Properties=species:S:1:pos:R:3:mulliken_charge:R:1
C -1.59974 -0.29672 -0.08057 -1.121
C -0.17380 -0.10650 -0.06480 0.734
C 0.36280 0.93835 0.53034 -0.383
O 1.85096 0.78049 0.33622 -0.330
C 1.92296 -0.37412 -0.28903 0.092
N 0.78898 -0.93639 -0.55780 -0.597
H -1.83626 -0.97461 0.75379 0.238
H -2.05017 -0.75875 -0.94719 0.328
H -2.22391 0.58181 0.05227 0.316
H 0.06868 1.91799 0.84249 0.340
H 2.90198 -0.75070 -0.55650 0.381
```

Properties
- Orbital gap: 10.49 eV
- E_HOMO: -9.42 eV
- F_max: 0.08207 Eh/bohr

Computed, not measured: a structure of composition C36H57ClGeIrN7O4S2 in a non-equilibrium geometry, with ωB97M-V/def2-TZVPD.

Geometry as XYZ:
```
109
Properties=species:S:1:pos:R:3:mulliken_charge:R:1
Ir 0.97650 1.11373 1.28790 2.060
C 3.74544 3.35923 3.84317 -1.720
C 3.05471 2.01996 3.68972 1.384
C 1.93223 1.85498 4.69483 -1.540
C 4.03806 0.86918 3.71098 -1.520
O 2.40037 2.07071 2.33616 0.134
Ge 3.31734 2.42114 0.67448 0.469
O 1.71931 2.85262 -0.03636 0.186
C 1.41718 4.24364 -0.48921 1.259
C 2.64857 4.71961 -1.23846 -1.711
C 0.22604 4.11463 -1.41752 -1.469
C 1.14862 5.09312 0.73407 -1.320
O 3.19448 0.74080 0.10375 -0.535
C 4.23314 -0.11405 -0.51832 1.293
C 5.58643 0.28795 0.04295 -1.634
C 4.16898 0.10839 -2.01691 -1.503
C 3.87128 -1.53672 -0.13306 -1.515
H 4.24987 3.40507 4.80796 0.511
H 4.52970 3.50439 3.09055 0.417
H 3.03921 4.18567 3.79130 0.341
H 2.35225 1.81128 5.69833 0.518
H 1.23352 2.68815 4.65140 0.326
H 1.38035 0.93328 4.50915 0.142
H 4.42376 0.74559 4.72153 0.538
H 3.56902 -0.05674 3.38852 0.200
H 4.89443 1.05797 3.06734 0.356
H 2.92296 4.02735 -2.03416 0.373
H 2.46557 5.69122 -1.69480 0.503
H 3.50198 4.85999 -0.56468 0.417
H 0.48812 3.54096 -2.30596 0.384
H -0.60057 3.63197 -0.90495 0.116
H -0.09314 5.10334 -1.74195 0.482
H 2.02836 5.13971 1.37985 0.267
H 0.92346 6.11323 0.43066 0.540
H 0.31563 4.70055 1.30999 0.064
H 5.84817 1.31178 -0.24614 0.436
H 5.60477 0.19919 1.12805 0.311
H 6.37032 -0.35491 -0.35313 0.542
H 4.17606 1.17172 -2.26268 0.306
H 5.03879 -0.34043 -2.49548 0.487
H 3.27902 -0.34689 -2.45252 0.317
H 3.96637 -1.69331 0.93966 0.289
H 2.85204 -1.77289 -0.43742 0.247
H 4.54264 -2.22780 -0.63829 0.506
S -0.94041 1.53695 2.76596 -0.616
C -1.93557 2.90131 2.39875 0.078
N -2.94736 3.15054 3.27921 0.069
C -3.78439 4.19850 3.15288 -0.198
C -3.62340 5.04082 2.08465 -1.079
C -2.58544 4.73027 1.20603 0.247
N -1.76972 3.69501 1.35539 -0.060
H -3.04594 2.53727 4.08135 0.247
H -4.54241 4.30944 3.91524 0.486
H -4.26782 5.89376 1.93861 0.457
H -2.40343 5.35118 0.33696 0.491
S 1.15338 -1.12322 2.16207 -0.223
C 0.09221 -1.52321 3.49356 -0.276
N 0.69081 -1.75143 4.69298 0.159
C 0.02808 -2.23447 5.75934 -0.118
C -1.31484 -2.48546 5.62835 -0.934
C -1.88361 -2.21072 4.38443 0.071
N -1.20084 -1.74605 3.34373 -0.016
H 1.69039 -1.57868 4.75752 0.248
H 0.60277 -2.40013 6.66106 0.474
H -1.89179 -2.88301 6.44830 0.484
H -2.94019 -2.38480 4.21721 0.509
C -3.98939 -4.63218 -1.25061 -1.916
C -3.35776 -3.28143 -0.88678 2.692
C -4.03411 -2.81499 0.41121 -1.788
C -1.84349 -3.47542 -0.61438 -2.128
C -3.62171 -2.25739 -2.03834 1.399
O -5.02359 -2.01155 -2.15875 -0.716
C -3.17591 -2.66769 -3.48809 -1.583
C -2.03054 -3.63530 -3.83534 0.047
C -1.26002 -3.38581 -5.09030 0.380
C -0.03335 -4.08061 -5.27132 -0.429
C 0.63396 -4.04571 -6.45935 -0.760
C 0.08491 -3.29680 -7.53563 0.482
Cl 0.85604 -3.27988 -9.01170 0.003
C -1.12903 -2.57581 -7.36824 -0.849
C -1.77653 -2.62290 -6.16578 -0.308
C -3.25861 -0.79107 -1.68050 -2.706
N -1.89248 -0.42072 -1.30594 1.238
C -1.49773 -0.09854 -0.08724 0.319
N -0.26203 0.40479 -0.14845 -0.022
C 0.06002 0.32355 -1.47412 -1.054
N -0.91288 -0.15264 -2.19799 -0.892
H -3.76553 -5.36380 -0.47481 0.499
H -3.61665 -5.03767 -2.18737 0.322
H -5.07678 -4.57492 -1.31084 0.516
H -4.00987 -3.62829 1.13548 0.546
H -5.07495 -2.53576 0.25377 0.324
H -3.51644 -1.97327 0.87174 0.201
H -1.52510 -4.49394 -0.83200 0.467
H -1.61375 -3.29652 0.43712 0.258
H -1.20390 -2.81269 -1.19419 0.469
H -5.48848 -2.83181 -2.36486 0.609
H -3.05595 -1.74311 -4.05278 0.506
H -4.08462 -3.11489 -3.89492 0.423
H -2.47346 -4.61815 -4.06782 0.461
H -1.35137 -3.85724 -3.01876 0.290
H 0.34826 -4.67491 -4.45267 0.489
H 1.55411 -4.58739 -6.61734 0.471
H -1.52687 -2.02769 -8.20960 0.464
H -2.71833 -2.10757 -6.05551 0.472
H -3.86758 -0.48603 -0.83311 0.488
H -3.54618 -0.16550 -2.52680 0.513
H -2.08562 -0.20871 0.80679 0.283
H 1.00151 0.66570 -1.86776 0.764
```

Properties
- Orbital gap (spin up / spin down): 6.79 / 5.88 eV
- Total charge: +4
- E_HOMO (spin up / spin down): -17.17 / -18.07 eV
- 2S+1: 5
- F_max: 0.02285 Eh/bohr

The records above yield ΔE to the lowest compared entry with this formula, charge and spin values of 202.2, 85.2, 0.0 kJ/mol, respectively.